Record 1
Formula: C4H6O3Y
Source: OMol25
Level of theory: ωB97M-V/def2-TZVPD

Summary:
**Energy above the lowest of the compared OMol25 structures with the same formula, charge and spin**: 0.0 kcal/mol
**HOMO energy (alpha / beta)**: -27.03 / -28.04 eV

ORCA input file:
```
! RIJCOSX wB97M-V def2-TZVPD def2/J DEFGRID3
* xyz 4 2
H 2.752 1.886 0.108
Y -0.882 -0.868 3.280
H -2.834 -1.246 0.007
H 2.184 -1.054 -0.765
O -0.371 -0.258 1.166
O -1.274 -0.203 -0.890
C 2.968 0.839 -0.110
H -2.890 0.557 0.179
C 1.920 -0.022 -0.461
C -2.669 -0.283 -0.487
H 3.955 0.416 0.075
O 0.743 0.484 -0.656
C -0.372 -0.039 -0.027
H -3.231 -0.210 -1.419
*
```


Record 2
Formula: C4H6O7Pb
Source: OMol25
Level of theory: ωB97M-V/def2-TZVPD

Summary:
**Energy above the lowest of the compared OMol25 structures with the same formula, charge and spin**: 30.8 kcal/mol
**HOMO energy (alpha / beta)**: -2.23 / -2.23 eV

ORCA input file:
```
! RIJCOSX wB97M-V def2-TZVPD def2/J DEFGRID3
* xyz -1 2
H 1.092 -0.773 -0.943
H -0.308 0.277 1.576
Pb 5.679 1.081 0.094
O 3.620 2.032 0.186
C 1.096 -0.409 0.094
H -3.947 1.342 -0.710
C 3.069 0.901 0.106
O -3.084 -2.277 -1.489
O 3.753 -0.153 0.003
H 1.646 -1.126 0.714
C -0.303 -0.288 0.635
O -3.026 1.188 -0.960
H -0.697 -1.296 0.825
O -1.139 0.367 -0.321
C -2.405 0.550 0.025
O 1.742 0.865 0.146
H -3.902 -2.576 -1.085
O -2.887 0.296 1.104
*
```


Record 3
Formula: C4H6OS
Source: OMol25
Level of theory: ωB97M-V/def2-TZVPD

Summary:
**Energy above the lowest of the compared OMol25 structures with the same formula, charge and spin**: 152.8 kcal/mol
**HOMO energy**: -8.93 eV

ORCA input file:
```
! RIJCOSX wB97M-V def2-TZVPD def2/J DEFGRID3
* xyz 0 1
H -2.638 -1.017 0.978
H -0.897 0.378 1.490
C -2.595 -0.639 -0.014
C 0.457 -0.746 0.258
C -0.541 0.330 0.532
H -3.599 -0.704 -0.580
H -1.578 0.466 -1.540
S 2.070 -0.351 -0.173
O 0.016 1.541 -0.080
C -1.647 0.136 -0.468
H 0.134 -1.897 0.210
H 1.286 1.574 1.006
*
```


Record 4
Formula: C4H6OS
Source: OMol25
Level of theory: ωB97M-V/def2-TZVPD

Summary:
**Energy above the lowest of the compared OMol25 structures with the same formula, charge and spin**: 30.7 kcal/mol
**SMILES**: C1=CSCCO1
**HOMO energy**: -7.77 eV

ORCA input file:
```
! RIJCOSX wB97M-V def2-TZVPD def2/J DEFGRID3
* xyz 0 1
C 0.807 1.446 -0.096
H -1.091 2.301 0.238
S 1.825 0.046 -0.111
H 0.820 -2.237 0.103
O -1.249 0.285 0.107
H 0.454 -1.146 1.426
C -0.715 -0.904 -0.396
H -0.536 -0.816 -1.459
H 1.221 2.456 0.040
C -0.523 1.388 0.054
H -1.539 -1.604 -0.242
C 0.526 -1.216 0.336
*
```


Record 5
Formula: C4H6OS
Source: OMol25
Level of theory: ωB97M-V/def2-TZVPD

Summary:
**Energy above the lowest of the compared OMol25 structures with the same formula, charge and spin**: 25.2 kcal/mol
**SMILES**: C=C(C)C(=O)S
**HOMO energy**: -9.77 eV

ORCA input file:
```
! RIJCOSX wB97M-V def2-TZVPD def2/J DEFGRID3
* xyz 0 1
C 0.156 0.669 -1.202
H -0.485 0.626 -2.104
H 1.896 0.804 2.491
H 1.153 0.341 -1.458
H 0.208 1.738 -1.007
H -1.939 -1.102 -1.236
S 1.935 0.647 1.154
C -0.290 -0.273 -0.126
H -1.589 -1.872 0.358
C 0.350 -0.060 1.182
C -1.326 -1.093 -0.330
O -0.068 -0.425 2.277
*
```


Record 6
Formula: C4H6OS
Source: OMol25
Level of theory: ωB97M-V/def2-TZVPD

Summary:
**Energy above the lowest of the compared OMol25 structures with the same formula, charge and spin**: 124.5 kcal/mol
**SMILES**: CC1=CC1.O=S
**HOMO energy (alpha / beta)**: -8.84 / -8.84 eV

ORCA input file:
```
! RIJCOSX wB97M-V def2-TZVPD def2/J DEFGRID3
* xyz 0 1
H -0.989 0.784 -2.444
S 2.532 -0.224 3.312
C 0.074 -1.070 -0.014
C -0.489 1.468 -0.352
H 0.074 2.307 0.008
O 2.460 -0.967 2.057
C -1.404 0.798 -1.308
C -0.471 0.195 -0.301
H 0.430 -1.489 -0.946
H 0.912 -1.117 0.791
H -2.471 0.968 -1.183
H -0.657 -1.653 0.382
*
```


Record 7
Formula: C4H6OS
Source: OMol25
Level of theory: ωB97M-V/def2-TZVPD

Summary:
**Energy above the lowest of the compared OMol25 structures with the same formula, charge and spin**: 37.2 kcal/mol
**SMILES**: C=C1CSCO1
**HOMO energy**: -8.83 eV

ORCA input file:
```
! RIJCOSX wB97M-V def2-TZVPD def2/J DEFGRID3
* xyz 0 1
C 1.243 1.214 0.075
H 1.368 1.317 1.171
H -2.495 0.665 -0.362
O -0.067 1.185 -0.264
H 0.425 -1.326 1.292
C -0.591 -0.082 -0.078
H -2.428 -1.166 -0.516
C -1.921 -0.201 -0.361
S 2.051 -0.378 -0.415
C 0.475 -1.175 0.207
H 1.710 2.031 -0.377
H 0.230 -2.085 -0.371
*
```


Record 8
Formula: C4H6OS
Source: OMol25
Level of theory: ωB97M-V/def2-TZVPD

Summary:
**Energy above the lowest of the compared OMol25 structures with the same formula, charge and spin**: 58.1 kcal/mol
**HOMO energy**: -8.85 eV

ORCA input file:
```
! RIJCOSX wB97M-V def2-TZVPD def2/J DEFGRID3
* xyz 0 1
H 1.547 0.607 0.262
H -1.276 -0.572 0.523
C -0.512 -0.491 -1.620
H -0.581 2.202 -0.607
C 0.702 0.036 0.694
O -0.473 0.842 -2.090
C -0.600 -0.060 -0.130
C -1.015 1.282 -0.826
H 0.335 -1.139 -1.922
S 0.988 -0.798 2.036
H -1.406 -1.046 -1.815
H -2.108 1.378 -1.002
*
```


> The lowest energy above the lowest of the compared OMol25 structures with the same formula, charge and spin belongs to which entry?

C4H6O3Y